The molecule C4H4FN. Source: the OMol25 dataset; level of theory: ωB97M-V/def2-TZVPD.

Summary:
SMILES string ... C/C(C#N)=C/F
Gap between HOMO and LUMO ... 0.3494 Ha
Maximum force ... 6.51 eV/Å
Lowest unoccupied orbital energy ... -0.457 eV
Relative energy (zero: lowest compared OMol25 entry of this formula, charge and spin) ... 299.4 kJ/mol
E ... -8416.694 eV

The geometry in XYZ format:
```
10
Properties=species:S:1:pos:R:3:forces:R:3:mulliken_charge:R:1
F -1.88393 -1.82547 0.14608 1.15 3.11 -1.01 -0.264
N 2.19653 -1.91524 -0.04033 -5.69 3.15 0.21 -0.417
C -1.34521 -0.50465 -0.17681 1.90 -3.41 -1.23 -0.171
C 0.36469 1.10389 0.10391 2.70 2.73 2.03 -0.895
C 0.06318 -0.34358 -0.25981 -4.60 0.79 0.87 0.426
C 1.15251 -1.29823 -0.03833 4.31 -2.37 -0.64 0.174
H 0.77942 0.79829 1.20627 -0.61 1.87 -2.37 0.224
H -0.31248 2.04996 0.21071 -0.41 -2.83 0.10 0.328
H 1.11155 1.77841 -0.46388 -0.04 -2.23 0.56 0.281
H -2.12625 0.15663 -0.68781 1.30 -0.83 1.48 0.313
```
Forces are in eV/Å.

A structure of composition C29H33BrGeN6S4SbTc. Source: the OMol25 dataset; level of theory: ωB97M-V/def2-TZVPD.

Summary:
Gap between HOMO and LUMO (alpha / beta) ... 0.1620 / 0.1783 Ha
<S²> ... 3.787
Net charge ... -1
Maximum force ... 0.57 eV/Å
Lowest unoccupied orbital energy (alpha / beta) ... 1.535 / 1.530 eV
Spin multiplicity ... 4
Relative energy (zero: lowest compared OMol25 entry of this formula, charge and spin) ... 81.7 kJ/mol
E ... -218188.392 eV

The geometry in XYZ format:
```
76
Properties=species:S:1:pos:R:3:forces:R:3:mulliken_charge:R:1
Sb 0.86496 2.12588 4.35081 0.10 -0.17 -0.19 0.421
Tc -0.93832 -0.26421 1.72436 0.25 -0.23 -0.46 -0.745
Br -2.12450 -3.04273 3.64853 0.07 -0.04 0.00 -0.104
Ge 2.29648 -0.37186 0.02798 -0.03 0.16 -0.18 0.939
S -1.20268 1.46512 3.25455 -0.30 -0.01 0.27 -0.459
S 1.83614 3.64805 2.91979 0.09 0.11 -0.06 -0.672
S 0.92192 -1.39556 2.62387 -0.24 0.16 -0.07 -0.402
S 0.30880 2.70782 6.47311 -0.04 0.16 0.16 -0.690
N -1.04025 -1.62247 0.00363 -0.18 0.21 -0.06 0.242
N -1.73775 -2.42737 -2.11356 -0.03 0.07 0.04 -0.400
N -2.08689 2.07845 -1.89353 0.06 -0.10 0.06 0.273
N -1.65784 1.15684 0.24586 -0.01 -0.19 -0.25 0.564
N -2.03647 -0.21941 -1.60136 -0.07 -0.01 -0.12 0.032
N -3.14563 -0.86257 2.28033 0.19 -0.11 0.05 0.393
C 6.81289 -0.00798 1.49643 0.04 0.01 0.02 -0.399
C 1.10976 -0.00319 1.49454 0.21 -0.31 0.41 1.131
C 5.80955 0.75719 2.07162 -0.01 0.01 0.03 -0.759
C -1.58729 -1.45398 -1.13407 0.11 -0.09 0.08 -0.173
C -5.45752 -0.20185 2.19386 0.01 -0.24 0.17 0.658
C 2.09599 1.08258 -1.29057 -0.08 -0.07 -0.01 -0.090
C -5.78171 -1.28242 3.01192 0.08 0.06 -0.05 -0.431
C 2.14721 2.06801 -3.50533 0.01 -0.02 -0.08 -0.694
C 1.85789 3.31419 -2.97265 -0.01 0.07 -0.01 -0.419
C -4.12285 -0.04461 1.87037 0.07 0.02 0.13 -0.584
C 1.24862 -3.58703 -2.58552 -0.03 -0.04 -0.05 -0.727
C -3.48006 -1.88551 3.05916 -0.27 0.21 -0.16 -0.151
C 2.27402 0.96769 -2.66727 0.05 -0.10 -0.03 0.003
C -1.91672 1.02530 -1.00025 0.03 0.22 0.22 -0.144
C 6.49682 -0.90662 0.48844 0.03 -0.02 -0.02 -0.685
C 2.55792 -4.50725 -0.80416 0.00 -0.03 0.00 -0.772
C 5.18169 -1.03464 0.06379 0.00 -0.01 -0.09 -0.190
C 4.16146 -0.27798 0.63656 -0.08 0.00 -0.01 0.053
C 2.68015 -3.24371 -0.24776 -0.04 0.00 0.16 -0.487
C -4.78782 -2.13600 3.45444 0.03 0.09 -0.05 -0.596
C 1.84434 -4.68266 -1.98225 0.03 -0.08 0.01 -0.522
C -6.48466 0.76959 1.69609 -0.11 0.07 -0.04 -1.394
C 1.69918 3.45194 -1.60074 0.04 0.06 -0.03 -0.525
C 4.49466 0.62331 1.64644 0.04 0.02 0.15 -0.176
C 2.09496 -2.12435 -0.84319 0.00 -0.01 0.06 0.300
C -3.29835 2.10800 -2.69906 -0.04 -0.04 -0.04 -1.139
C 1.80441 2.34620 -0.77021 -0.01 -0.04 0.14 0.078
C -1.73298 3.39619 -1.39478 -0.03 0.07 0.06 -1.236
C 1.37162 -2.32701 -2.01407 0.08 0.13 -0.11 -0.112
H -2.51017 3.81274 -0.73868 0.03 0.00 -0.01 0.375
H -1.51091 -3.36371 -1.82053 0.07 0.00 0.00 0.292
H 3.73933 1.23462 2.13062 -0.08 0.01 -0.07 0.064
H -3.79540 0.80034 1.27957 0.02 0.01 -0.02 0.484
H 6.03729 1.45993 2.86262 0.03 0.02 0.01 0.453
H 0.89066 -1.48741 -2.50268 0.00 0.03 0.01 0.141
H 0.68423 -3.71000 -3.50263 0.01 0.01 -0.02 0.467
H 7.27406 -1.50903 0.03213 0.00 0.00 0.00 0.385
H -4.15335 2.47749 -2.11601 0.00 0.00 -0.03 0.323
H -0.71268 -2.56732 0.17946 -0.02 -0.02 0.03 0.077
H -3.55614 1.12516 -3.08811 0.01 0.01 0.01 0.346
H -6.80853 -1.44578 3.31459 -0.03 -0.01 0.01 0.358
H 3.22247 -3.12659 0.68307 0.02 0.01 -0.01 0.461
H -6.65348 0.65648 0.62278 0.01 0.00 0.01 0.280
H -1.60682 2.11410 0.58184 0.00 -0.06 0.10 0.068
H 4.95534 -1.73834 -0.73049 -0.02 0.00 0.00 0.311
H -7.43892 0.61807 2.19944 -0.01 0.00 0.00 0.391
H 7.83786 0.09408 1.83238 0.00 0.00 0.01 0.359
H 1.77429 4.17802 -3.62156 0.00 0.01 -0.01 0.394
H -3.14274 2.77605 -3.54584 -0.01 -0.01 0.01 0.392
H -2.02242 -0.16592 -2.60724 0.06 0.01 0.00 0.341
H 3.02009 -5.35591 -0.31588 0.00 -0.02 0.00 0.401
H 1.50258 4.42660 -1.17069 0.00 0.02 0.04 0.490
H 1.67986 2.47844 0.30338 -0.02 0.06 0.00 -0.127
H 1.75924 -5.66682 -2.42689 -0.01 -0.01 0.00 0.379
H 2.29238 1.95444 -4.57343 0.00 -0.01 -0.01 0.410
H -0.78745 3.35484 -0.86111 -0.01 0.01 -0.01 0.328
H -2.58010 -2.37001 -2.66296 -0.07 -0.02 0.06 0.208
H 1.49032 0.87469 2.02148 0.03 0.05 -0.14 -0.509
H -4.99763 -2.97422 4.10114 -0.03 0.00 0.01 0.425
H -1.60102 4.05725 -2.25065 -0.03 0.01 0.02 0.293
H 2.53859 0.00964 -3.10049 0.00 -0.03 -0.02 0.387
H -6.17198 1.79865 1.87523 0.03 0.00 0.00 0.347
```
Forces are in eV/Å.

A structure of composition C3H6O4Rb. Source: the OMol25 dataset; level of theory: ωB97M-V/def2-TZVPD.

Summary:
Gap between HOMO and LUMO (alpha / beta) ... 0.0910 / 0.0909 Ha
Net charge ... -1
Maximum force ... 4.75 eV/Å
Lowest unoccupied orbital energy (alpha / beta) ... 1.268 / 1.273 eV
Relative energy (zero: lowest compared OMol25 entry of this formula, charge and spin) ... 231.1 kJ/mol
E ... -12050.059 eV

The geometry in XYZ format:
```
14
Properties=species:S:1:pos:R:3:forces:R:3:mulliken_charge:R:1
Rb 0.66299 0.03361 -1.12969 1.82 0.17 0.53 0.826
O 3.60941 0.14791 -1.20753 -0.56 0.85 -2.12 -0.859
O 6.66508 -3.45944 -1.56388 0.20 -0.15 -0.60 -0.509
O 3.29135 0.50637 0.92692 -0.72 1.46 1.14 -0.826
O 5.09019 -0.64082 0.26212 0.37 2.52 -0.15 -0.723
C 5.17469 -3.07560 0.27881 -3.75 -2.81 -0.55 -0.876
C 6.47947 -3.69368 -0.18405 -0.20 0.00 -0.14 -0.199
C 4.08803 0.13783 -0.00763 -0.76 -4.19 0.72 0.575
H 4.13904 -2.90659 -0.63207 3.86 1.26 2.46 0.091
H 5.36722 -2.78718 1.32896 -0.74 2.02 -1.11 0.343
H 6.46036 -4.77579 0.02750 0.13 -0.04 -0.19 0.236
H 4.50142 -3.89617 0.58320 0.54 -1.28 0.16 0.418
H 7.56205 -3.70012 -1.80958 0.02 0.01 0.06 0.275
H 7.31799 -3.28545 0.40379 -0.22 0.19 -0.22 0.227
```
Forces are in eV/Å.